Entry 1:
Formula: C30H30AsN6O7P3Pt
Source: the Open Molecules 2025 dataset
Level of theory: ωB97M-V with the def2-TZVPD basis set

Calculated values
energy relative to the best compared isomer or geometry (same formula, charge and spin)	1.079	eV
LUMO level	-8.2	eV
orbital gap	5.383	eV
strongest force on any atom	0.06709	hartree/bohr
total charge	+2

```
78
Properties=species:S:1:pos:R:3:forces:R:3
H -1.412 3.090 3.450 -0.124 0.059 -0.031
C -2.299 3.111 -1.613 0.220 -0.015 -0.144
C 4.133 0.635 -0.619 -0.034 0.223 -0.080
O -0.914 -3.534 -2.575 -0.207 0.102 0.506
H -2.898 2.421 4.153 -0.006 0.041 -0.017
H -3.000 3.708 2.946 0.049 -0.063 -0.074
H 3.373 -0.909 -1.909 0.033 0.002 0.064
C 2.473 0.859 4.116 0.046 0.419 0.730
C 1.803 0.833 -6.455 -0.027 -0.004 -0.012
C -1.268 -1.526 3.391 0.152 0.269 -0.215
H 2.225 1.126 -7.403 -0.027 -0.005 -0.147
C -1.545 3.830 -0.694 -0.093 -0.056 -0.198
C 0.921 -0.228 2.500 -0.717 0.335 0.352
H 1.911 1.791 4.050 0.097 -0.066 -0.013
C 3.041 -0.677 2.235 -0.120 -0.430 -0.365
H -2.055 -4.252 1.940 -0.061 -0.122 -0.017
H 3.138 -0.826 -6.213 0.044 -0.041 0.019
H -3.501 0.341 -0.494 -0.068 0.062 -0.208
O -2.621 -2.640 -0.856 1.188 0.746 2.206
C -2.448 2.819 3.243 0.043 0.430 0.712
C -0.309 3.360 -0.282 0.167 -0.415 -0.182
H 2.637 -1.997 0.502 0.107 -0.067 -0.133
C 1.813 -0.608 -4.545 -0.074 -0.332 0.196
C 1.862 0.484 -1.307 -0.593 -0.735 0.671
C 2.311 -1.329 1.274 0.447 -0.251 -0.088
C 0.749 1.552 -5.915 0.139 0.021 0.057
N -1.740 -2.216 4.452 0.066 -0.079 -0.539
C -1.822 -1.758 5.812 -0.013 0.322 0.745
P -0.602 0.190 3.427 -0.131 -0.500 -0.581
C -3.353 1.825 1.143 -0.236 -0.400 -0.329
H 4.092 -0.664 2.429 0.231 0.006 0.003
H -2.253 -2.548 6.420 0.017 0.029 0.005
H -0.598 1.777 -4.265 0.096 -0.042 -0.086
C 2.326 -0.260 -5.781 0.055 0.158 0.102
H -3.233 3.509 -1.976 -0.130 0.012 -0.009
Pt -0.863 -1.721 0.174 1.891 0.788 1.480
O 1.473 -2.820 -2.301 -0.522 0.084 0.385
C -2.135 -3.435 4.004 -0.124 -0.490 -0.323
H -4.111 2.569 1.013 -0.145 0.133 -0.031
H -2.448 1.286 -2.749 -0.097 0.027 -0.045
C 2.531 2.249 0.175 -0.345 -0.088 -0.295
H 2.223 0.365 5.055 0.041 0.015 -0.024
N 1.005 -1.029 1.441 -1.693 -0.181 -0.996
H 2.216 -1.455 -4.004 -0.008 0.102 -0.187
C 0.764 0.121 -3.991 -0.076 -0.760 -0.165
C 3.142 -0.019 -1.338 0.105 -0.083 -0.107
H -2.452 -0.873 5.886 -0.041 -0.053 -0.020
H 2.153 -3.330 -2.750 0.322 -0.118 -0.307
O -1.699 -1.142 -2.665 0.981 0.507 -0.188
P 0.419 -3.925 -1.721 0.852 -0.910 -1.910
O 0.868 -5.270 -2.053 -0.146 0.308 0.257
H 2.307 3.139 0.740 0.002 0.190 0.067
N 2.156 0.011 2.997 -0.558 -0.397 -0.669
C -1.848 1.877 -2.071 -0.072 -0.060 -0.105
O 0.200 -3.540 -0.280 -1.648 2.374 1.884
O -3.246 -3.019 -3.240 -0.401 -0.017 0.820
N -1.360 -2.286 2.302 -0.072 0.137 -0.265
C 0.180 2.150 -0.782 -0.813 0.008 -0.219
C -0.623 1.387 -1.652 -0.149 0.159 0.404
H 5.142 0.258 -0.652 0.195 -0.006 0.003
C -1.670 0.778 2.059 0.609 -0.232 0.599
H -2.557 -4.187 4.640 -0.045 -0.046 0.238
H -1.909 4.777 -0.322 -0.013 0.079 -0.010
H 4.600 2.255 0.703 0.043 0.013 0.068
As 0.204 -0.289 -2.160 -0.644 2.007 0.379
C -1.891 -3.468 2.655 -0.190 -0.271 0.565
H 0.295 3.955 0.383 0.086 0.093 0.091
C 1.526 1.635 -0.576 0.757 -0.524 -0.012
N -1.982 0.103 0.956 1.071 -1.377 -0.785
H -0.834 -1.514 6.200 -0.002 -0.075 -0.010
C 3.821 1.752 0.150 0.241 -0.265 -0.201
H -2.977 -3.335 -4.102 0.154 -0.138 -0.430
C 0.226 1.208 -4.678 -0.452 -0.187 0.242
H 3.536 1.090 4.120 -0.058 -0.061 -0.108
P -2.127 -2.555 -2.262 0.630 0.298 -2.407
C -3.032 0.730 0.386 -0.509 0.100 -0.109
H 0.333 2.388 -6.460 -0.016 0.060 0.052
N -2.493 1.842 2.190 0.326 -0.753 -0.506
```
Forces are in eV/Å.

---

Entry 2:
Formula: C35H55CaN10O8P3
Source: the Open Molecules 2025 dataset
Level of theory: ωB97M-V with the def2-TZVPD basis set

Calculated values
energy relative to the best compared isomer or geometry (same formula, charge and spin)	1.617	eV
LUMO level (alpha / beta)	3.4 / 3.4	eV
orbital gap (alpha / beta)	3.679 / 3.682	eV
strongest force on any atom	0.07493	hartree/bohr
total charge	-2

```
112
Properties=species:S:1:pos:R:3:forces:R:3
H 5.032 6.530 4.422 -0.003 0.003 0.005
H -5.664 1.416 -0.445 -0.005 0.013 0.005
C -4.004 -1.107 -0.727 0.026 0.025 0.012
H -7.165 -1.808 0.129 0.011 -0.008 0.018
C -3.545 -0.593 1.932 -0.072 -0.027 0.083
C 0.797 -4.085 -3.435 0.013 -0.005 -0.028
H -5.864 0.102 2.918 0.008 0.006 -0.009
C 1.283 1.992 3.272 0.131 -0.249 0.426
H 1.642 1.251 -0.841 -0.207 -0.094 -0.195
H 2.127 -0.810 3.784 0.002 -0.019 0.062
H -0.164 2.360 1.329 0.394 0.744 0.199
C -1.476 2.623 -1.259 -1.095 0.270 -0.193
H 0.960 2.469 -3.260 0.058 -0.053 -0.025
H 5.227 4.624 2.837 -0.002 -0.006 -0.002
N 1.182 2.992 4.114 0.001 0.001 -0.034
N -1.382 1.338 -1.920 1.808 0.501 0.756
H 0.508 -0.832 6.365 0.006 0.004 0.008
C -1.343 -3.959 -4.549 -0.027 -0.049 0.052
N 3.448 2.746 2.506 -0.034 0.063 -0.098
O 1.453 -1.624 -0.903 0.101 0.589 -0.159
O 1.364 -6.165 -5.146 -0.006 0.001 0.007
C 4.360 4.745 3.474 -0.011 0.014 0.022
N 0.410 2.671 0.553 -1.120 -0.204 -2.188
N -2.942 -2.276 -3.897 0.001 0.042 -0.014
C 4.930 -0.098 2.854 -0.019 -0.011 0.005
H 3.183 1.922 -0.593 0.095 -0.053 0.137
C 0.037 -0.474 4.309 0.126 -0.337 -0.077
N 0.256 -5.648 -5.255 0.011 -0.022 -0.023
H 4.904 0.870 3.355 0.020 0.013 0.000
H -1.059 -2.206 4.953 0.002 0.011 0.028
H 3.018 6.745 5.853 0.004 -0.001 0.000
C 3.330 3.787 3.382 -0.012 -0.022 0.010
C 0.352 0.032 5.711 -0.054 0.086 -0.011
H 0.466 3.521 -1.350 0.163 -0.096 0.145
H 4.294 -0.794 3.406 0.017 -0.004 0.002
H 1.197 5.061 5.698 -0.001 -0.001 0.000
C -5.948 -0.685 2.162 0.042 -0.021 -0.049
C 5.429 0.954 0.643 -0.016 0.011 0.036
O -0.569 -6.039 -6.087 0.005 0.013 0.004
N -6.310 -0.069 0.881 -0.116 0.072 0.022
C -0.094 -4.564 -4.402 -0.006 0.023 0.033
C 4.243 5.792 4.350 0.016 -0.005 -0.017
H 6.460 0.600 0.751 0.000 -0.005 0.013
H 1.306 3.112 0.643 0.002 -0.129 0.981
C -1.636 -2.928 -3.717 -0.028 -0.020 0.005
H -1.406 -1.692 3.279 0.119 -0.019 -0.041
H 3.059 0.203 -1.024 -0.227 -0.107 -0.001
C 2.480 1.873 2.432 0.058 -0.044 -0.182
H 0.744 1.398 -4.630 -0.062 0.019 0.006
H -6.556 -0.685 -1.105 0.008 0.010 0.001
H -1.103 0.278 -3.631 -0.029 0.041 0.003
P 2.663 0.385 1.307 -0.136 0.011 -0.273
O -0.780 -1.396 0.999 -0.825 0.876 0.986
C 4.597 -1.404 0.761 0.035 0.042 0.027
C 0.512 -3.033 -2.597 0.005 -0.001 0.063
N -5.122 -1.909 -0.221 -0.026 -0.047 -0.030
C 0.674 1.440 -3.531 0.143 0.086 0.334
C 1.650 -2.619 -1.639 0.012 -0.100 -0.062
H -1.577 2.884 3.234 -0.007 -0.025 -0.033
C -4.809 -2.465 1.090 0.045 -0.050 0.018
H -2.102 -0.803 4.672 -0.001 -0.003 0.005
H -6.770 -1.352 2.447 0.001 -0.014 -0.014
H 5.204 0.976 -0.424 0.031 -0.007 -0.002
H -4.251 -0.758 -1.733 0.036 -0.044 -0.026
C -6.343 -1.131 -0.129 0.046 0.002 0.014
C -5.341 0.974 0.503 0.029 -0.138 0.075
H -2.592 -1.159 1.843 0.053 0.014 -0.108
H 2.505 1.020 -3.022 0.436 -1.781 0.150
C 4.498 -0.001 1.390 0.011 -0.253 0.032
H -2.208 0.768 -1.817 -0.005 -0.058 0.003
H 5.957 -0.476 2.898 0.000 -0.019 0.011
H -1.041 2.409 4.843 -0.023 -0.038 0.023
H -1.882 3.362 -1.978 0.230 0.217 0.115
N -4.715 -1.457 2.144 -0.084 0.047 0.071
Ca -0.054 0.148 -0.090 -0.489 -3.234 -0.069
H 4.268 -1.434 -0.278 -0.028 -0.041 0.006
H -3.860 -3.000 1.032 0.021 0.035 -0.008
H 1.258 0.643 5.733 0.003 0.002 -0.005
C -1.224 -1.341 4.301 -0.123 0.024 0.018
H 0.944 -1.671 2.756 -0.052 -0.011 0.038
C 2.189 3.908 4.187 -0.016 0.020 -0.039
H -5.375 1.765 1.261 -0.005 0.018 -0.018
C 2.087 4.992 5.086 0.017 -0.008 -0.024
C -0.282 3.303 -0.580 0.292 0.523 -0.189
C -1.407 2.029 3.891 -0.159 -0.204 0.276
H -2.042 -4.302 -5.300 0.005 -0.006 -0.002
H 3.969 -2.121 1.292 0.002 -0.005 -0.002
O -3.897 -2.720 -3.295 -0.018 -0.059 -0.066
C 1.177 -1.349 3.781 0.005 -0.043 -0.062
C 2.596 1.002 -0.458 1.777 0.837 1.562
P -3.582 0.349 0.347 -0.143 -0.134 0.203
H 5.638 -1.744 0.807 0.002 0.004 -0.008
H -0.662 4.286 -0.264 -0.154 0.020 -0.203
O -1.189 -1.377 -2.039 0.325 -0.051 -0.214
H 1.773 -4.538 -3.323 -0.002 -0.006 -0.005
H -2.252 2.529 -0.497 -0.037 -0.146 -0.011
H -2.360 1.517 4.036 -0.002 0.012 -0.044
C -0.781 -2.368 -2.686 0.088 0.091 -0.097
H -1.323 2.001 -3.904 0.100 -0.029 -0.017
H 5.363 1.968 1.037 -0.002 0.005 -0.001
O -3.003 -1.320 -4.656 0.026 0.047 0.072
O 2.701 -3.287 -1.709 -0.024 0.029 0.035
C 3.097 5.914 5.163 -0.012 0.010 0.022
P -0.239 0.867 3.054 0.596 0.604 -0.318
H 1.283 -2.226 4.430 -0.027 0.003 0.017
C -0.815 1.261 -3.254 -0.787 -0.217 -0.622
H -3.483 0.102 2.776 0.078 -0.003 -0.020
H -5.606 -3.168 1.360 -0.014 0.009 0.003
H 1.342 -0.426 -2.890 1.119 -0.473 -0.098
H -3.098 -1.712 -0.787 -0.003 0.002 -0.001
N 1.631 0.536 -2.867 -2.468 2.695 -1.220
H -0.466 0.623 6.130 0.006 -0.004 -0.003
```
Forces are in eV/Å.

---

Entry 3:
Formula: C11H14IN2
Source: the Open Molecules 2025 dataset
Level of theory: ωB97M-V with the def2-TZVPD basis set

Calculated values
LUMO level	-3.8	eV
orbital gap	8.835	eV
strongest force on any atom	0.08666	hartree/bohr
total charge	+1

```
28
Properties=species:S:1:pos:R:3:forces:R:3
C -2.200 1.622 -0.830 1.145 -1.003 0.577
H -2.410 2.612 -0.628 0.268 2.103 0.586
C -0.951 -0.517 -0.684 0.419 2.137 -0.673
H -3.842 -1.059 -2.066 -1.013 0.041 -0.512
C 0.952 -2.145 -0.565 -0.526 -1.193 3.234
H -4.180 1.434 -1.536 0.703 -0.580 -0.036
H 2.169 -1.906 1.463 0.644 -1.881 0.476
C -2.000 -1.240 -1.269 2.169 0.109 0.489
C 2.192 0.035 1.052 0.492 2.466 0.635
N 0.348 -0.879 -0.287 -1.319 0.706 0.231
H -0.177 3.127 -0.008 -0.817 1.108 0.014
H -0.035 2.495 1.708 -0.354 0.979 0.364
H 0.342 -2.979 -0.089 1.292 0.947 0.141
C 0.344 2.536 0.700 -0.262 0.227 0.887
H 2.260 0.985 1.616 0.404 -0.246 -0.619
H 2.035 -2.134 -0.418 -0.489 -0.219 0.296
N 0.175 1.232 0.216 -1.974 -1.189 -2.810
H 1.582 -1.095 2.927 0.430 0.422 -0.928
C -1.041 0.910 -0.527 1.749 -2.460 1.648
I 3.891 0.090 -0.423 -0.840 -0.021 0.884
H 1.329 2.894 0.687 1.596 0.140 0.058
H -1.871 -2.317 -1.393 -0.512 0.351 -0.237
C -3.058 -0.481 -1.650 -1.204 0.733 0.674
C 0.946 0.172 0.266 0.312 -1.367 0.877
H 3.299 -0.907 2.512 0.876 -0.690 0.324
C 2.337 -1.082 2.097 -1.556 1.085 -0.654
H 0.790 -2.317 -1.530 -0.377 -0.672 -4.389
C -3.222 0.917 -1.340 -1.258 -2.031 -1.534
```
Forces are in eV/Å.

---

Entry 4:
Formula: H2N2O3S
Source: the Open Molecules 2025 dataset
Level of theory: ωB97M-V with the def2-TZVPD basis set

Calculated values
energy relative to the best compared isomer or geometry (same formula, charge and spin)	4.912	eV
LUMO level (alpha / beta)	-0.9 / -2.5	eV
orbital gap (alpha / beta)	8.966 / 5.052	eV
strongest force on any atom	0.09991	hartree/bohr

```
8
Properties=species:S:1:pos:R:3:forces:R:3
O -1.931 -0.620 -0.342 -1.789 2.419 1.103
O 0.527 -0.735 0.586 -0.226 -0.342 0.837
N -2.266 0.437 0.183 -1.769 -0.538 0.170
N 1.308 -0.177 -0.355 -1.901 -0.911 -3.118
O -3.313 0.916 0.606 2.995 -1.841 -1.452
S 2.557 0.478 0.274 4.734 1.981 0.230
H -0.209 -0.916 0.002 -0.747 -0.549 0.422
H 3.326 0.616 -0.953 -1.297 -0.219 1.809
```
Forces are in eV/Å.

---

Question: strongest force on any atom of number 1 (C30H30AsN6O7P3Pt)?
Answer: 0.06709 hartree/bohr